(1)
{
  "formula": "C20H38ClN4O14",
  "method": "ωB97M-V/def2-TZVPD",
  "gap_ev": 9.26,
  "charge": -1,
  "e_above_lowest_kcal_mol": 0.00,
  "lumo_energy_ev": 2.16,
  "species": ["Cl", "O", "O", "O", "O", "O", "C", "N", "C", "H", "H", "H", "H", "H", "O", "C", "N", "C", "H", "H", "H", "H", "H", "O", "C", "N", "C", "H", "H", "H", "H", "H", "O", "C", "N", "C", "H", "H", "H", "H", "H", "O", "C", "O", "C", "C", "C", "H", "H", "H", "H", "H", "H", "O", "C", "O", "C", "C", "C", "H", "H", "H", "H", "H", "H", "O", "C", "O", "C", "C", "C", "H", "H", "H", "H", "H", "H"],
  "coordinates": [[0.882, 0.530, 0.988], [1.509, 1.640, 1.652], [0.519, 0.929, -0.362], [1.726, -0.626, 1.004], [-0.387, 0.187, 1.600], [1.490, 0.911, -4.797], [1.747, 2.079, -4.607], [2.064, 2.513, -3.367], [1.776, 3.124, -5.709], [2.243, 3.458, -3.108], [1.942, 1.832, -2.626], [2.524, 3.858, -5.390], [0.828, 3.636, -5.832], [2.129, 2.657, -6.623], [-4.013, -2.967, 3.247], [-3.145, -2.488, 2.528], [-3.000, -1.165, 2.339], [-2.163, -3.336, 1.760], [-2.232, -0.838, 1.775], [-3.502, -0.549, 2.956], [-1.144, -2.964, 1.857], [-2.506, -3.570, 0.752], [-2.146, -4.330, 2.218], [2.536, -3.335, 5.867], [2.042, -2.712, 4.938], [2.569, -1.594, 4.428], [0.823, -3.250, 4.203], [3.371, -1.143, 4.826], [2.211, -1.193, 3.574], [0.896, -3.117, 3.125], [-0.060, -2.771, 4.642], [0.548, -4.283, 4.419], [-2.146, 4.421, -4.032], [-1.171, 4.466, -3.279], [-0.023, 5.002, -3.680], [-1.212, 3.865, -1.894], [0.032, 5.255, -4.652], [0.790, 4.945, -3.101], [-2.184, 4.110, -1.470], [-0.484, 4.356, -1.238], [-0.984, 2.802, -1.892], [-2.893, 3.256, 3.578], [-1.789, 3.589, 3.251], [-0.824, 3.765, 4.172], [0.415, 4.210, 3.573], [-0.076, 4.884, 2.274], [-1.318, 4.074, 1.900], [1.059, 3.356, 3.382], [0.930, 4.949, 4.181], [0.686, 4.746, 1.502], [-0.263, 5.945, 2.422], [-1.019, 3.236, 1.267], [-1.992, 4.728, 1.354], [1.007, -4.398, -2.456], [1.530, -4.789, -1.462], [2.055, -6.041, -1.345], [2.690, -6.224, -0.052], [2.907, -4.808, 0.486], [1.759, -4.046, -0.176], [3.639, -6.720, -0.244], [1.999, -6.866, 0.495], [3.833, -4.433, 0.060], [2.792, -4.830, 1.567], [2.067, -3.026, -0.397], [0.841, -4.049, 0.413], [-0.072, -1.319, -3.873], [-0.994, -1.060, -3.157], [-1.732, 0.055, -3.332], [-2.601, 0.275, -2.209], [-2.860, -1.165, -1.792], [-1.508, -1.838, -1.939], [-3.485, 0.820, -2.529], [-2.068, 0.833, -1.435], [-3.601, -1.569, -2.492], [-3.382, -1.332, -0.843], [-1.639, -2.911, -2.046], [-0.789, -1.645, -1.139]],
  "mulliken_charge": [1.459, -0.688, -0.550, -0.601, -0.651, -0.553, 0.829, -0.319, -1.086, 0.151, 0.174, 0.349, 0.125, 0.346, -0.704, 0.468, -0.211, -0.470, 0.204, 0.190, -0.090, 0.299, 0.400, -0.677, 0.496, -0.296, -0.508, 0.176, 0.201, -0.158, 0.342, 0.407, -0.691, 0.467, -0.370, -0.445, 0.264, 0.164, 0.382, 0.222, -0.009, -0.618, 0.339, -0.386, -0.231, -0.632, 0.348, 0.117, 0.329, 0.287, 0.379, -0.297, 0.351, -0.505, 0.289, -0.417, -0.451, -0.494, 0.437, 0.297, 0.279, 0.314, 0.250, 0.219, -0.235, -0.556, 0.171, -0.350, 0.073, -0.683, 0.396, 0.352, -0.244, 0.336, 0.345, 0.369, -0.214]
}

---

(2)
{
  "formula": "C20H38F3NO2PdSSi3",
  "method": "ωB97M-V/def2-TZVPD",
  "spin_multiplicity": 5,
  "gap_ev": [7.93, 3.14],
  "charge": 2,
  "s_squared": 6.04,
  "e_above_lowest_kcal_mol": 38.69,
  "lumo_energy_ev": [-6.21, -11.00],
  "species": ["Pd", "F", "C", "F", "F", "C", "C", "C", "C", "N", "C", "S", "H", "H", "H", "C", "O", "Si", "C", "C", "C", "Si", "C", "C", "C", "Si", "C", "C", "C", "H", "H", "H", "H", "H", "H", "H", "H", "H", "H", "H", "H", "H", "H", "H", "H", "H", "H", "H", "H", "H", "H", "H", "H", "H", "H", "H", "C", "C", "C", "O", "C", "H", "H", "H", "H", "H", "H", "H", "H"],
  "coordinates": [[-0.497, -0.177, 0.334], [-1.474, -5.233, 2.555], [-1.636, -4.039, 3.305], [-1.758, -4.438, 4.604], [-2.854, -3.503, 2.838], [-0.508, -3.128, 3.140], [0.408, -2.879, 4.185], [1.372, -1.881, 3.987], [1.319, -1.036, 2.928], [0.457, -1.307, 1.907], [-0.386, -2.363, 1.935], [-1.262, -2.513, 0.449], [0.348, -3.371, 5.133], [2.169, -1.777, 4.763], [1.933, -0.129, 2.733], [-0.406, -1.679, -3.856], [-0.264, -0.820, -2.725], [-0.844, 0.710, -2.554], [0.515, 1.824, -3.283], [-2.090, 0.935, -3.962], [-1.384, 1.090, -0.789], [-0.456, 2.377, 0.429], [-0.787, 4.093, -0.274], [-1.026, 2.487, 2.230], [1.407, 2.241, 0.277], [-3.175, 0.801, -0.298], [-4.281, 2.286, -0.619], [-3.477, 0.339, 1.443], [-3.980, -0.595, -1.301], [0.521, -2.260, -4.024], [-0.641, -1.103, -4.778], [-1.185, -2.437, -3.683], [0.729, 1.472, -4.293], [1.373, 1.707, -2.632], [0.047, 2.791, -3.338], [-1.556, 0.832, -4.943], [-2.636, 1.933, -4.008], [-2.835, 0.184, -3.880], [-1.773, 4.425, 0.144], [-0.833, 4.041, -1.400], [0.003, 4.771, -0.002], [-2.059, 2.703, 2.313], [-0.407, 3.217, 2.712], [-0.883, 1.582, 2.826], [1.848, 1.846, 1.166], [1.887, 3.184, 0.081], [1.766, 1.612, -0.557], [-4.323, 2.972, 0.235], [-5.275, 1.858, -0.828], [-3.965, 2.753, -1.587], [-3.002, 1.036, 2.158], [-3.120, -0.656, 1.746], [-4.601, 0.398, 1.681], [-3.377, -1.119, -2.047], [-4.828, -0.150, -1.848], [-4.366, -1.380, -0.656], [4.778, -1.960, -0.518], [5.998, -1.042, -0.641], [5.967, -0.370, 0.732], [4.525, -0.233, 1.067], [3.755, -1.194, 0.282], [5.038, -2.847, 0.107], [4.390, -2.301, -1.451], [5.792, -0.227, -1.380], [6.914, -1.542, -0.872], [6.429, 0.640, 0.621], [6.355, -1.035, 1.550], [3.104, -0.564, -0.397], [3.062, -1.853, 0.826]],
  "lowdin_spin": [0.988, 0.009, 0.010, 0.001, 0.014, 0.081, -0.019, 0.100, 0.008, 0.098, 0.053, 0.830, -0.002, 0.004, -0.001, 0.022, 0.206, 0.214, 0.332, 0.107, 0.447, 0.106, 0.048, 0.017, 0.035, 0.094, 0.032, 0.043, 0.011, 0.005, 0.001, 0.013, 0.008, 0.017, 0.014, 0.002, 0.004, 0.012, 0.001, 0.000, 0.004, 0.000, 0.002, 0.000, 0.000, 0.005, 0.003, 0.001, 0.004, -0.001, 0.000, 0.006, 0.007, 0.000, 0.001, 0.002, 0.000, 0.000, 0.000, 0.001, 0.000, 0.000, 0.000, 0.000, 0.000, 0.000, 0.000, 0.001, 0.000]
}

---

(3)
{
  "formula": "C20H38F6N2O18S2V",
  "method": "ωB97M-V/def2-TZVPD",
  "spin_multiplicity": 2,
  "gap_ev": [3.66, 5.96],
  "charge": -2,
  "s_squared": 0.75,
  "lumo_energy_ev": [3.58, 3.58],
  "species": ["O", "V", "O", "C", "F", "F", "F", "S", "O", "O", "O", "C", "F", "F", "F", "S", "O", "O", "O", "C", "C", "O", "C", "O", "O", "H", "H", "H", "H", "C", "C", "O", "C", "O", "O", "H", "H", "H", "H", "C", "O", "C", "C", "N", "C", "C", "O", "C", "H", "H", "H", "H", "H", "H", "H", "H", "H", "H", "H", "H", "H", "H", "H", "C", "O", "C", "C", "N", "C", "C", "O", "C", "H", "H", "H", "H", "H", "H", "H", "H", "H", "H", "H", "H", "H", "H", "H"],
  "coordinates": [[1.395, -1.180, -1.131], [1.555, -0.470, 0.283], [0.383, 0.500, 0.532], [2.312, 1.919, 4.076], [2.071, 2.766, 3.125], [3.213, 2.536, 5.050], [1.194, 1.447, 4.514], [3.094, 0.332, 3.206], [3.504, -0.641, 4.198], [2.113, -0.253, 2.295], [4.358, 0.718, 2.569], [5.068, 1.108, -2.478], [5.351, -0.138, -2.806], [6.157, 1.787, -2.845], [4.100, 1.561, -3.204], [4.611, 1.385, -0.584], [5.807, 0.989, 0.240], [4.498, 2.845, -0.409], [3.395, 0.664, -0.280], [1.831, -4.382, -2.620], [0.674, -5.388, -2.658], [0.945, -6.276, -3.609], [2.078, -6.108, -4.167], [2.524, -6.766, -5.082], [2.677, -4.955, -3.605], [2.235, -4.590, -1.629], [1.779, -3.296, -2.703], [-0.305, -4.933, -2.804], [0.705, -6.008, -1.762], [-2.459, -1.729, -3.713], [-2.615, -2.151, -2.272], [-2.250, -1.012, -1.553], [-1.721, -0.072, -2.313], [-0.965, 0.781, -1.821], [-1.697, -0.571, -3.577], [-3.458, -1.371, -3.961], [-1.990, -2.502, -4.322], [-2.196, -3.128, -2.035], [-3.678, -2.312, -2.089], [-5.745, 5.361, -2.816], [-5.202, 5.125, -1.529], [-4.585, 3.893, -1.302], [-3.776, 3.862, -0.092], [-3.087, 2.579, 0.114], [-2.228, 2.732, 1.283], [-0.982, 3.698, 1.304], [-1.242, 4.965, 1.967], [-0.087, 5.750, 2.203], [-6.342, 6.229, -2.536], [-6.402, 4.545, -3.118], [-5.004, 5.401, -3.613], [-3.884, 3.623, -2.092], [-5.296, 3.068, -1.252], [-4.389, 4.270, 0.712], [-2.995, 4.594, -0.294], [-2.675, 2.260, -0.752], [-1.800, 1.757, 1.517], [-2.747, 2.912, 2.224], [-0.502, 3.754, 0.327], [-0.165, 3.334, 1.926], [0.612, 5.378, 2.953], [-0.430, 6.783, 2.142], [0.476, 5.965, 1.295], [4.327, -2.514, 0.154], [3.015, -2.384, 0.577], [2.678, -3.154, 1.630], [1.251, -3.467, 1.566], [0.364, -2.276, 1.625], [-1.034, -2.650, 1.417], [-2.027, -1.541, 1.737], [-2.048, -1.482, 3.068], [-2.385, -0.155, 3.513], [4.849, -1.618, -0.181], [4.328, -3.350, -0.546], [5.031, -2.786, 0.940], [2.802, -2.680, 2.604], [2.961, -4.206, 1.612], [0.906, -4.083, 2.396], [1.007, -4.169, 0.769], [0.499, -1.833, 2.523], [-1.193, -3.477, 2.109], [-1.088, -3.200, 0.478], [-2.988, -1.911, 1.378], [-1.804, -0.644, 1.160], [-3.208, 0.275, 2.942], [-1.480, 0.421, 3.319], [-2.583, -0.060, 4.581]],
  "lowdin_spin": [0.030, 0.888, 0.005, 0.000, 0.000, 0.000, 0.000, 0.002, 0.000, 0.015, 0.001, 0.001, 0.000, 0.000, 0.000, 0.002, 0.000, 0.001, 0.009, 0.000, 0.000, 0.000, 0.000, 0.000, 0.000, 0.000, 0.000, 0.000, 0.000, 0.000, 0.000, 0.000, 0.000, 0.000, 0.000, 0.000, 0.000, 0.000, 0.000, 0.000, 0.000, 0.000, 0.000, 0.000, 0.000, 0.000, 0.000, 0.000, 0.000, 0.000, 0.000, 0.000, 0.000, 0.000, 0.000, 0.000, 0.000, 0.000, 0.000, 0.000, 0.000, 0.000, 0.000, 0.001, 0.007, 0.001, 0.001, 0.024, 0.003, 0.000, 0.000, 0.000, 0.000, 0.000, 0.000, 0.000, 0.000, 0.000, 0.001, 0.000, 0.001, 0.001, 0.000, 0.000, 0.000, 0.000, 0.000]
}